20
Properties=species:S:1:pos:R:3:forces:R:3 method="wB97M-V/def2-TZVPD" lumo_ev=0.81 smiles="CC[C@H](C)NC(N)=O" charge=0 orbital_gap_ev=10.14 homo_ev=-9.32
C 1.80499 -0.11701 1.21776 -1.061 -1.005 0.652
C 0.55649 -0.18592 0.26169 1.457 1.833 -1.399
C -0.28435 -1.50576 0.27426 0.423 0.442 -0.078
C 0.03947 -2.17843 -1.05350 0.475 -1.864 -2.730
N -0.16219 1.14756 0.48804 -1.959 0.039 -2.537
C -1.14716 1.61041 -0.50047 3.283 -1.694 -0.821
N -1.72019 2.87332 -0.25003 0.063 -0.852 -0.153
O -1.16757 0.93561 -1.54589 -1.283 2.109 1.415
H 1.48200 -0.49426 2.29858 1.098 0.901 -2.190
H 2.16952 0.90738 1.18694 -0.313 0.198 0.573
H 2.68313 -0.64592 0.79027 -0.818 -0.456 0.548
H 1.03775 -0.10887 -0.88904 -1.616 0.276 3.286
H -0.12674 -2.19179 1.20327 -0.072 1.331 -1.671
H -1.34491 -1.25081 0.17803 0.165 0.097 0.606
H -0.69381 -2.05221 -1.88114 -0.890 -0.351 1.244
H 0.77805 -1.69289 -1.78574 0.312 -0.754 2.021
H 0.22556 -3.29704 -0.97081 -0.012 1.410 -0.214
H -0.47610 1.47352 1.36425 0.416 -0.322 1.677
H -2.06066 3.43380 -1.04607 0.300 -0.836 0.887
H -1.59328 3.33931 0.65960 0.033 -0.502 -1.115


45
Properties=species:S:1:pos:R:3:forces:R:3 method="wB97M-V/def2-TZVPD" lumo_ev="-16.45 / -16.13" charge=+4 multiplicity=4 orbital_gap_ev="5.54 / 6.56" homo_ev="-22.00 / -22.69"
Tc 2.65636 -1.19553 0.43051 1.193 0.191 0.531
C 6.45061 -2.65781 0.31156 0.062 -0.102 -0.094
C 5.39474 -1.72346 0.73621 -0.139 -0.127 -0.159
C 4.57661 -1.97655 1.86038 -0.238 -0.164 -0.001
C 3.72285 -0.99036 2.41137 -0.159 0.034 0.033
C 3.59784 0.27538 1.77989 0.209 0.239 0.197
C 4.31313 0.49198 0.57016 -0.221 0.175 0.054
C 5.14664 -0.50317 0.04383 -0.127 -0.065 -0.202
H 7.37045 -2.35420 0.84321 -0.043 0.072 0.041
H 6.68810 -2.59056 -0.74941 -0.054 -0.016 -0.028
H 6.26525 -3.68839 0.61267 -0.056 -0.007 -0.023
H 4.64944 -2.94369 2.35067 -0.074 -0.015 0.022
H 3.22528 -1.17610 3.35781 -0.110 -0.096 -0.031
H 3.10452 1.09804 2.28375 -0.247 -0.024 -0.129
H 4.22759 1.44736 0.06049 -0.044 -0.029 -0.070
H 5.67100 -0.31286 -0.89040 -0.101 -0.021 -0.032
C -4.46901 4.26633 -1.70293 0.086 -0.178 0.209
C -5.34688 3.09490 -1.57638 -0.349 0.429 -0.581
S -4.57068 1.74309 -0.16135 0.210 -0.247 0.526
O -3.73304 2.49653 0.72666 -0.218 -0.081 -0.184
O -5.76670 1.04078 0.22300 0.299 0.229 -0.157
C -3.46490 0.54730 -1.01609 -0.020 -0.029 0.064
C -2.87452 -0.38653 0.07374 -0.082 0.030 -0.025
N -1.44870 -0.80105 -0.12604 -0.464 0.116 -0.353
C -0.38470 -0.28958 0.47348 0.112 -0.311 0.138
N 0.70284 -1.08406 0.15642 0.317 0.003 -0.189
C 0.24617 -2.11846 -0.70205 0.493 0.136 0.354
C -1.05480 -1.92599 -0.86473 -0.371 0.252 -0.216
N -1.94227 -2.71484 -1.71942 -0.603 -0.480 0.579
O -1.53755 -3.80595 -2.00285 0.150 0.268 -0.237
O -3.01943 -2.21147 -1.96726 0.306 0.056 -0.255
C -0.34745 0.88880 1.37537 0.171 -0.066 -0.056
H -5.11937 4.97780 -2.25529 -0.087 -0.046 -0.119
H -3.56831 4.11340 -2.28983 0.000 -0.027 -0.010
H -4.27186 4.78507 -0.76620 -0.010 0.010 0.072
H -5.41467 2.39798 -2.41727 0.045 -0.039 0.128
H -6.30741 3.23610 -1.07839 0.086 -0.071 0.159
H -2.73688 1.15638 -1.55246 0.046 -0.039 0.060
H -4.09821 -0.00594 -1.70546 0.049 0.007 -0.096
H -3.45105 -1.30253 0.07037 -0.055 -0.110 0.109
H -2.93740 0.02975 1.07349 0.085 0.139 0.044
H 0.84983 -2.92186 -1.11222 0.037 0.051 -0.010
H -1.34067 1.27983 1.58028 -0.019 0.005 -0.031
H 0.23609 1.69542 0.92152 -0.028 -0.040 -0.019
H 0.11114 0.61867 2.32922 -0.039 -0.012 -0.013


11
Properties=species:S:1:pos:R:3:forces:R:3 method="wB97M-V/def2-TZVPD" lumo_ev=0.86 smiles="C=C=COC" charge=0 orbital_gap_ev=10.18 homo_ev=-9.32
C -1.32188 0.71352 -0.34153 -0.331 0.053 -0.142
O -0.06962 1.12064 0.16611 -0.004 0.617 -0.103
C 0.98041 -1.45602 0.84894 0.108 -0.113 -0.060
C 1.38564 -0.56279 -0.01584 -0.712 0.179 0.322
C 1.04994 0.61261 -0.47904 0.155 -0.043 -0.058
H -1.29520 -0.26537 -0.84349 0.197 0.202 0.158
H -1.66996 1.47108 -1.04822 -0.219 -0.128 -0.087
H -2.02197 0.64656 0.49801 0.119 0.096 -0.154
H 1.20061 -1.32745 1.90441 0.291 -0.399 -0.068
H 0.25836 -2.20383 0.53833 0.281 -0.304 0.122
H 1.50366 1.25107 -1.22767 0.115 -0.161 0.070


The evaluated ΔE to the lowest compared entry with this formula, charge and spin for the records listed, in turn: 222.99; 57.75; 255.13 kJ/mol.